--- a ---
Here is a molecular structure, C5H10NO from the Open Molecules 2025 dataset. Energies are from ωB97M-V with the def2-TZVPD basis set.

```
17
Properties=species:S:1:pos:R:3
O -0.577 -0.717 1.056
N 0.138 -0.191 -0.090
C 1.324 -0.877 -0.249
C -3.027 -2.002 -1.879
C 0.360 -0.015 1.830
C 1.289 0.304 0.720
C 1.949 1.575 0.489
H -3.274 -2.820 -2.575
H 1.387 -1.836 0.185
H 0.712 -0.754 2.553
H 2.583 1.505 -0.321
H -0.182 0.875 2.353
H -4.050 -1.550 -1.774
H 1.936 -0.609 -1.084
H 2.271 1.840 1.438
H -2.123 -1.871 -1.288
H 1.279 2.414 0.286
```

Multiplicity   1
Net charge   +1
HOMO level (alpha / beta)   -15.22 / -11.89 eV

***

--- b ---
Here is a gas-phase ion, C5H10NO (charge +1) from the Open Molecules 2025 dataset. Energies are from ωB97M-V with the def2-TZVPD basis set.

```
17
Properties=species:S:1:pos:R:3
O 1.904 1.143 -0.373
N -0.517 1.766 -0.954
C 1.231 0.163 -0.535
C -0.258 -1.812 1.954
C -0.246 0.283 -0.855
C -0.666 -1.674 0.710
C -1.208 -0.396 0.170
H -0.171 -0.994 2.668
H 0.147 2.249 -0.332
H -2.158 -0.549 -0.339
H 0.087 -2.746 2.369
H -0.264 2.088 -1.890
H -1.489 2.000 -0.748
H -1.346 0.334 0.979
H -0.480 -0.150 -1.825
H -0.590 -2.589 0.126
H 1.594 -0.861 -0.392
```

Multiplicity   1
Net charge   +1
HOMO level   -13.92 eV

***

In order of decreasing stability: b, a.

***

--- a ---
Here is C6H4O in the gas phase from the Open Molecules 2025 dataset. Energies are from ωB97M-V with the def2-TZVPD basis set.

```
11
Properties=species:S:1:pos:R:3
O 1.540 2.405 0.876
C -2.239 -0.430 -0.778
C 1.224 1.278 0.563
C 2.113 0.125 0.693
C -1.072 0.330 -0.349
C -0.069 0.881 0.038
C 2.768 -0.882 0.774
H -3.169 0.119 -0.614
H 3.346 -1.778 0.846
H -2.163 -0.683 -1.840
H -2.279 -1.365 -0.211
```

Multiplicity   1
Net charge   0
HOMO level   -10.24 eV

***

--- b ---
Here is C6H4O in the gas phase from the Open Molecules 2025 dataset. Energies are from ωB97M-V with the def2-TZVPD basis set.

```
11
Properties=species:S:1:pos:R:3
O -0.297 0.876 0.645
C 0.064 -0.897 -0.702
C -0.590 -1.632 -1.490
C 0.553 0.000 0.191
C 1.943 -0.042 0.591
C 3.117 -0.183 0.840
C -1.851 0.610 -0.152
H -2.305 -0.359 -0.465
H 4.159 -0.294 1.073
H -1.726 1.245 -1.027
H -2.324 1.020 0.714
```

Multiplicity   1
Net charge   0
HOMO level   -9.57 eV

***

In order of decreasing stability: a, b.

***

--- a ---
Here is 2 unconnected molecules or ions with the total composition C6H4O from the Open Molecules 2025 dataset. Energies are from ωB97M-V with the def2-TZVPD basis set.

```
11
Properties=species:S:1:pos:R:3
O -0.741 0.848 0.157
C 0.088 1.055 1.193
C 0.602 -0.933 0.346
C 0.935 0.003 1.362
C -0.418 -0.368 -0.362
C -1.549 -1.057 -2.695
C -0.977 -0.599 -1.632
H -0.469 1.178 -2.483
H -0.143 1.917 1.796
H 1.653 -0.132 2.155
H 1.018 -1.912 0.163
```

Multiplicity   1
Net charge   0
HOMO level (alpha / beta)   -9.13 / -9.05 eV

***

--- b ---
Here is C6H4O in the gas phase from the Open Molecules 2025 dataset. Energies are from ωB97M-V with the def2-TZVPD basis set.

```
11
Properties=species:S:1:pos:R:3
O 0.777 -2.296 2.464
C 0.507 -1.864 1.419
C -0.017 -0.301 -0.268
C 0.050 1.784 1.350
C 0.217 -1.558 0.166
C 0.026 0.808 0.643
C -0.348 0.100 -1.680
H -0.320 -0.756 -2.355
H -1.344 0.562 -1.690
H 0.089 2.653 1.966
H 0.362 0.869 -2.014
```

Multiplicity   1
Net charge   0
HOMO level   -9.27 eV

***

In order of decreasing stability: b, a.

***

--- a ---
Here is C6H4O in the gas phase from the Open Molecules 2025 dataset. Energies are from ωB97M-V with the def2-TZVPD basis set.

```
11
Properties=species:S:1:pos:R:3
O 1.960 0.026 1.765
C -0.105 0.820 2.711
C -0.261 1.642 1.766
C -0.099 -0.441 -0.977
C 0.274 -0.242 0.155
C -0.585 -0.585 -2.345
C 0.839 0.247 1.386
H 0.009 0.052 -3.009
H -1.629 -0.266 -2.411
H 0.102 0.363 3.662
H -0.506 -1.616 -2.703
```

Multiplicity   1
Net charge   0
HOMO level   -10.13 eV

***

--- b ---
Here is C6H4O in the gas phase from the Open Molecules 2025 dataset. Energies are from ωB97M-V with the def2-TZVPD basis set.

```
11
Properties=species:S:1:pos:R:3
O 0.823 0.980 -0.301
C -2.764 1.171 -0.416
C 1.825 0.108 -0.374
C -1.659 0.755 -0.141
C -0.376 0.232 0.186
C 0.043 -1.053 0.368
C 1.420 -1.144 0.052
H 2.829 0.521 -0.454
H 2.092 -1.952 0.332
H -0.500 -1.199 1.386
H -3.733 1.583 -0.639
```

Multiplicity   1
Net charge   0
HOMO level   -8.59 eV

***

--- c ---
Here is C6H4O in the gas phase from the Open Molecules 2025 dataset. Energies are from ωB97M-V with the def2-TZVPD basis set.

```
11
Properties=species:S:1:pos:R:3
O -0.482 -0.327 1.714
C 2.793 -0.854 0.778
C -0.294 0.516 -0.479
C -1.777 0.350 -0.732
C 0.248 -0.098 0.776
C 0.490 1.208 -1.269
C 1.653 -0.468 0.787
H -2.106 0.916 -1.605
H -2.332 0.674 0.152
H -1.995 -0.710 -0.894
H 3.802 -1.207 0.772
```

Multiplicity   1
Net charge   0
HOMO level   -10.61 eV

***

In order of decreasing stability: b, c, a.

***

--- a ---
Here is C6H4O in the gas phase from the Open Molecules 2025 dataset. Energies are from ωB97M-V with the def2-TZVPD basis set.

```
11
Properties=species:S:1:pos:R:3
O 1.076 0.518 0.397
C -0.669 1.588 -0.684
C -0.281 0.634 0.298
C 0.184 -1.468 0.872
C 1.335 -0.763 0.719
C -0.878 -0.546 0.631
C -0.683 2.051 -1.796
H -1.941 -0.745 0.594
H 0.098 -2.531 1.043
H 2.383 -1.016 0.760
H -0.624 2.278 -2.835
```

Multiplicity   1
Net charge   0
HOMO level   -8.49 eV

***

--- b ---
Here is C6H4O in the gas phase from the Open Molecules 2025 dataset. Energies are from ωB97M-V with the def2-TZVPD basis set.

```
11
Properties=species:S:1:pos:R:3
O -1.528 1.302 0.097
C -0.491 1.216 -3.080
C -0.588 0.544 -0.537
C 1.251 -1.569 2.127
C 0.667 -0.962 1.122
C 0.125 -0.344 0.149
C -0.499 0.844 -1.935
H 2.102 -2.229 1.974
H 0.895 -1.411 3.146
H -1.488 1.058 1.034
H -0.446 1.551 -4.096
```

Multiplicity   1
Net charge   0
HOMO level   -8.36 eV

***

--- c ---
Here is C6H4O in the gas phase from the Open Molecules 2025 dataset. Energies are from ωB97M-V with the def2-TZVPD basis set.

```
11
Properties=species:S:1:pos:R:3
O -0.525 -0.230 -1.125
C -2.446 2.069 0.397
C 1.387 -0.927 -0.208
C -1.479 1.235 0.500
C -0.400 0.371 0.087
C 0.567 -1.012 -1.286
C 0.754 -0.016 0.693
H 0.611 -1.565 -2.213
H -1.905 1.205 1.561
H 2.324 -1.447 -0.066
H 1.111 0.317 1.658
```

Multiplicity   1
Net charge   0
HOMO level   -9.02 eV

***

--- d ---
Here is C6H4O in the gas phase from the Open Molecules 2025 dataset. Energies are from ωB97M-V with the def2-TZVPD basis set.

```
11
Properties=species:S:1:pos:R:3
O 1.601 1.567 1.454
C 2.939 -0.635 0.348
C 0.020 0.296 0.280
C -1.043 0.092 -0.247
C 2.042 -0.766 1.170
C 1.229 0.499 1.037
C -2.356 -0.146 -0.824
H 3.678 -0.288 -0.333
H -2.623 0.649 -1.524
H -2.390 -1.108 -1.342
H -3.097 -0.160 -0.018
```

Multiplicity   1
Net charge   0
HOMO level   -10.10 eV

***

In order of decreasing stability: a, c, b, d.

***

--- a ---
Here is 2 unconnected molecules or ions with the total composition C3H10N3 from the Open Molecules 2025 dataset. Energies are from ωB97M-V with the def2-TZVPD basis set.

```
16
Properties=species:S:1:pos:R:3
N -1.584 -1.399 0.393
N -0.281 0.450 -0.194
N -1.851 0.634 1.501
C -1.155 -0.152 0.674
C 1.096 -0.076 -0.335
C 1.865 0.675 -1.392
H 1.598 0.039 0.619
H -2.217 -1.792 1.078
H -0.970 -2.014 -0.142
H -2.851 0.461 1.382
H 1.346 0.777 -2.346
H -0.300 1.458 -0.175
H 1.124 -1.142 -0.559
H -0.741 0.048 2.118
H 2.885 0.323 -1.549
H 2.036 1.709 -1.072
```

Multiplicity   1
Net charge   +1
HOMO level   -15.08 eV

***

--- b ---
Here is 3 unconnected molecules or ions with the total composition C3H10N3 from the Open Molecules 2025 dataset. Energies are from ωB97M-V with the def2-TZVPD basis set.

```
16
Properties=species:S:1:pos:R:3
N 0.565 0.032 0.168
N -4.428 -0.033 -0.262
N -2.018 -0.027 -0.013
C -3.148 -0.079 -0.182
C 1.472 0.924 0.216
C 1.029 -1.349 0.129
H 4.477 1.448 -0.079
H -0.442 0.008 -0.135
H 2.468 0.786 0.427
H 5.088 1.559 -0.475
H 1.967 -1.564 0.444
H 1.098 -1.517 -0.848
H 0.393 -1.914 0.768
H 1.150 1.925 0.050
H -4.808 -0.902 -0.503
H -4.863 0.703 0.296
```

Multiplicity   1
Net charge   +1
HOMO level   -14.37 eV

***

In order of decreasing stability: b, a.